Formula: C27H21MoN5O2
Source: the Open Molecules 2025 dataset
Level of theory: ωB97M-V/def2-TZVPD

Results
2S+1: 3
<S²>: 2.04
total charge: +2

Structure (XYZ):
```
56
Properties=species:S:1:pos:R:3:forces:R:3
Mo 0.3375 0.1720 0.2606 -2.28 -0.30 2.16
C 0.6097 -0.4054 -2.6895 -1.42 0.07 -2.05
O 1.2132 -0.5158 -1.4119 -1.10 0.19 0.46
C 2.5783 -0.4697 -1.3883 3.47 -0.28 0.46
C 3.4019 -1.0200 -2.3755 -0.37 0.05 0.16
C 4.7902 -0.9733 -2.2306 -0.27 0.17 0.28
C 5.3545 -0.3910 -1.0972 -0.48 0.13 0.18
C 4.5280 0.1481 -0.1089 -0.13 -0.01 -0.20
C 3.1307 0.1247 -0.2478 1.66 -1.28 -1.23
N 2.2572 0.6465 0.7256 0.69 0.81 -2.05
N 2.6148 1.7951 1.0738 -0.66 0.88 3.36
C 1.7129 2.3482 2.0290 0.37 0.21 -0.98
C 0.3118 2.4440 1.7413 2.53 1.06 4.13
O -0.2339 2.0254 0.6624 -0.48 -2.95 -3.20
C -0.4647 3.0478 2.7480 -0.59 0.64 1.20
C 0.0665 3.5407 3.9441 -1.33 -0.62 -1.80
C 1.4333 3.4567 4.2036 0.41 0.18 0.46
C 1.9682 3.9638 5.4019 1.02 0.06 0.49
C 3.3347 3.8889 5.6669 -1.20 0.28 0.22
C 4.1831 3.3044 4.7359 -0.28 -0.53 -1.23
C 3.6598 2.7976 3.5436 0.50 -0.07 0.23
C 2.2779 2.8586 3.2443 0.69 0.38 -0.12
H 1.0618 0.3916 -3.2895 0.20 -0.21 0.33
H -0.4470 -0.1612 -2.5447 0.38 -0.01 -0.01
H 0.6584 -1.3626 -3.2192 0.19 0.18 0.19
H 2.9777 -1.5046 -3.2474 0.01 0.09 0.05
H 5.4293 -1.4012 -2.9975 -0.19 0.05 0.10
H 6.4330 -0.3577 -0.9764 -0.19 -0.01 0.01
H 4.9633 0.5960 0.7793 -0.13 -0.06 -0.11
H -1.5378 3.1376 2.5792 0.25 0.00 -0.06
H -0.6130 3.9934 4.6593 0.14 -0.03 -0.04
H 1.3124 4.4245 6.1366 0.01 -0.11 -0.18
H 3.7315 4.2859 6.5958 -0.09 -0.05 -0.12
H 5.2492 3.2385 4.9284 -0.15 0.01 -0.08
H 4.3403 2.3426 2.8272 -0.14 0.09 0.14
N -6.7816 -6.1147 -4.8732 0.80 1.07 0.81
C -6.1935 -5.3181 -4.2680 -0.83 -1.13 -0.85
C -5.4673 -4.3338 -3.5203 0.20 0.32 0.24
C -6.1406 -3.2684 -2.9192 0.31 0.36 0.28
C -5.4329 -2.3058 -2.1883 0.10 -0.22 -0.13
C -4.0392 -2.3989 -2.0502 -0.65 -0.99 -0.74
C -3.3687 -3.4723 -2.6570 -0.37 -0.10 -0.14
C -4.0806 -4.4326 -3.3871 0.34 0.41 0.31
N -3.3182 -1.4183 -1.3055 1.97 0.73 0.75
C -3.8302 -0.3138 -0.6564 0.78 0.30 0.35
C -2.7584 0.3282 -0.0828 -1.59 0.89 0.38
N -1.5982 -0.3353 -0.3505 -0.85 -0.25 -0.47
C -1.9580 -1.3697 -1.0786 -1.24 -1.64 -1.02
H -7.2217 -3.1769 -3.0136 0.29 -0.05 0.01
H -6.0066 -1.4987 -1.7418 0.19 -0.12 -0.05
H -2.2922 -3.6007 -2.5874 -0.18 0.08 0.06
H -3.5410 -5.2578 -3.8501 -0.18 0.21 0.12
H -4.8792 -0.0637 -0.6434 0.18 -0.03 0.01
H -2.7668 1.2348 0.5089 -0.04 -0.18 -0.16
H -1.2644 -2.1049 -1.4600 -0.25 -0.04 0.07
H 0.3148 -1.1888 1.4622 -0.02 1.36 -0.97
```
Positions in Å, forces in eV/Å.

Results of the natural (NBO) charge analysis, in e, for atoms 1 through 6: 1.542, -0.288, -0.498, 0.280, -0.261, -0.145

***

Formula: C4H13N3O
Source: the Open Molecules 2025 dataset
Level of theory: ωB97M-V/def2-TZVPD

Results
energy above the lowest of the compared OMol25 structures with the same formula, charge and spin: 12.2 kcal per mole
2S+1: 2
<S²>: 0.75
total charge: -1

Structure (XYZ):
```
21
Properties=species:S:1:pos:R:3:forces:R:3
C -0.6054 1.7334 -2.4823 -0.10 0.17 -0.34
N -0.5591 0.7301 -1.4477 -0.39 -0.17 -0.21
C -1.6272 0.0400 -1.3203 -0.55 -0.12 0.03
N -1.8675 -0.8938 -0.3906 0.03 -0.14 -0.28
H 0.2226 1.6099 -3.1858 0.11 0.09 0.12
H -0.5655 2.7449 -2.0680 0.22 -0.03 0.08
H -1.5265 1.6980 -3.0878 0.01 -0.13 0.12
H 0.5265 0.7853 -0.1020 -0.20 0.24 -0.42
H -2.4923 0.2209 -1.9705 0.10 -0.01 -0.04
H -1.1221 -1.2561 0.1989 0.18 0.25 0.10
H -2.7053 -1.4464 -0.4818 -0.07 0.02 0.01
C 1.9669 0.0871 1.0053 -0.32 0.05 0.23
O 1.1880 1.1575 0.5142 0.74 -0.03 0.80
C 1.2810 -0.6687 2.1336 0.07 0.43 -0.02
N 0.1407 -1.4209 1.6252 -0.20 -0.77 0.54
H 2.1689 -0.6027 0.1826 0.30 -0.17 0.03
H 2.9036 0.4633 1.4255 0.17 0.26 -0.28
H 2.0058 -1.2944 2.6630 0.07 -0.20 -0.16
H 0.9688 0.0658 2.8787 -0.16 0.08 -0.09
H 0.3702 -2.4194 1.6636 -0.18 0.15 -0.17
H -0.6720 -1.3338 2.2461 0.17 0.05 -0.04
```
Positions in Å, forces in eV/Å.

Results of the natural (NBO) charge analysis, in e, for atoms 1 through 6: -0.405, -0.595, 0.147, -0.970, 0.178, 0.182

***

Formula: C25H21N4O4PS2Ti
Source: the Open Molecules 2025 dataset
Level of theory: ωB97M-V/def2-TZVPD

Results
energy above the lowest of the compared OMol25 structures with the same formula, charge and spin: 0.0 kcal per mole
2S+1: 2
<S²>: 1.02
total charge: -1

Structure (XYZ):
```
58
Properties=species:S:1:pos:R:3:forces:R:3
Ti -1.3552 -2.2251 -0.9671 -0.16 -0.77 -0.46
N 6.7760 -3.2269 1.3430 0.00 0.00 0.02
C 5.5390 -2.7390 0.9011 0.00 0.02 -0.01
C 5.4452 -1.4716 0.3256 0.01 -0.01 0.01
C 4.2333 -1.0066 -0.1518 -0.02 0.00 0.01
C 3.1026 -1.8043 -0.0637 -0.01 0.01 0.03
C 3.1846 -3.0701 0.4969 0.01 -0.03 0.00
C 4.3972 -3.5349 0.9756 0.00 0.01 0.00
S 1.5424 -1.1758 -0.6070 0.04 0.01 -0.01
O 1.8092 -0.2083 -1.6357 0.04 -0.01 -0.02
O 0.8235 -2.4025 -1.0201 -0.42 0.29 -0.14
N 0.8980 -0.4749 0.6234 0.15 0.18 0.08
C 0.0916 -1.0508 1.5326 -0.01 -0.06 0.37
N 0.2685 -0.6708 2.8216 -0.04 0.05 -0.14
C -0.5285 -1.2042 3.7243 -0.06 -0.07 0.05
C -1.4997 -2.1600 3.4372 0.04 0.04 0.01
C -1.6272 -2.5024 2.1111 0.02 0.02 -0.10
N -0.8822 -1.9227 1.1615 -0.02 0.10 -0.10
H 7.4194 -2.5081 1.6354 0.00 0.00 -0.01
H 6.7031 -3.9545 2.0370 0.00 0.00 0.00
H 6.3317 -0.8523 0.2470 0.01 0.00 0.00
H 4.1544 -0.0265 -0.6033 -0.01 0.00 0.00
H 2.3012 -3.6940 0.5425 -0.01 0.01 -0.01
H 4.4624 -4.5284 1.4044 0.00 0.00 0.00
H -0.3781 -0.8699 4.7479 0.01 0.01 -0.01
H -2.1093 -2.6134 4.2040 0.00 0.00 0.00
H -2.3253 -3.2488 1.7481 -0.01 0.00 0.01
O -3.4111 -1.4471 -1.3720 0.11 0.07 0.05
C -2.8639 -0.9529 -2.4039 0.13 0.10 0.14
O -1.9824 -1.5704 -3.0513 0.02 0.04 0.14
C -2.9508 0.5476 -2.5812 -0.06 0.01 -0.06
P -1.6801 0.9748 -1.2709 0.15 -0.18 0.04
C -2.6914 1.8054 0.0075 -0.03 0.03 0.01
C -3.2291 1.0003 1.0108 -0.01 0.02 0.00
C -4.0152 1.5528 2.0118 0.00 -0.01 0.00
C -4.2622 2.9178 2.0282 -0.01 0.00 0.00
C -3.7255 3.7282 1.0367 0.00 0.01 0.00
C -2.9458 3.1753 0.0314 -0.01 0.00 0.01
C -0.6659 2.3478 -1.9052 0.00 0.00 -0.10
C -0.7176 2.8541 -3.1990 -0.03 0.06 0.04
C 0.1690 3.8440 -3.6058 0.00 0.02 -0.01
C 1.1183 4.3357 -2.7252 0.00 0.00 0.00
C 1.1876 3.8239 -1.4351 0.00 0.01 0.01
C 0.3107 2.8323 -1.0322 0.03 -0.02 0.02
H -3.9271 0.9580 -2.3330 0.01 0.00 0.00
H -2.6293 0.8414 -3.5767 0.01 0.00 0.00
H -3.0373 -0.0657 0.9984 0.00 0.00 0.00
H -4.4259 0.9131 2.7829 0.00 0.01 0.00
H -4.8680 3.3514 2.8144 0.00 0.00 0.00
H -3.9122 4.7952 1.0460 0.00 0.00 0.01
H -2.5240 3.8151 -0.7344 0.01 -0.01 0.00
H -1.4470 2.4831 -3.9058 -0.01 -0.01 0.00
H 0.1159 4.2264 -4.6178 0.00 0.00 0.00
H 1.8113 5.1042 -3.0443 0.00 0.00 0.00
H 1.9415 4.1835 -0.7461 0.00 0.00 0.00
H 0.3999 2.4058 -0.0389 0.00 -0.03 0.00
S -2.1071 -5.5933 -0.4306 -0.07 0.04 0.07
C -1.8130 -4.0411 -0.7305 0.20 0.06 0.05
```
Positions in Å, forces in eV/Å.

Results of the natural (NBO) charge analysis, in e, for atoms 1 through 6: 1.078, -0.802, 0.168, -0.265, -0.180, -0.282

***

Formula: C27H58MoO4P2Si
Source: the Open Molecules 2025 dataset
Level of theory: ωB97M-V/def2-TZVPD

Results
energy above the lowest of the compared OMol25 structures with the same formula, charge and spin: 0.0 kcal per mole
2S+1: 3
<S²>: 2.01
total charge: +2

Structure (XYZ):
```
93
Properties=species:S:1:pos:R:3:forces:R:3
P 0.1908 -3.5008 -2.0288 0.14 -0.19 -0.47
P 0.0341 2.1055 -0.1305 -0.15 -1.42 0.45
C 0.2214 -0.1108 -2.0243 0.23 -0.99 -0.41
C 0.4690 1.3752 -1.7761 0.36 0.63 -0.24
H 0.9508 -0.7585 -1.5126 -0.35 0.44 0.28
H -0.7965 -0.4365 -1.7486 0.28 0.09 0.07
H 1.5321 1.6192 -1.9422 -0.28 -0.05 0.08
H -0.0969 1.9899 -2.5018 0.18 -0.05 0.32
C -1.6836 2.5852 -0.1929 -0.27 0.50 -0.21
H -2.0343 2.8918 0.8050 0.23 -0.16 -0.31
H -2.2970 1.7497 -0.5636 0.27 0.18 0.15
H -1.7871 3.4319 -0.8923 -0.03 -0.25 0.22
C 1.1240 3.4521 0.2898 0.05 0.50 -0.36
H 0.9125 4.2845 -0.3975 0.09 -0.11 0.17
H 2.1732 3.1587 0.1578 -0.28 -0.07 0.09
H 0.9628 3.7974 1.3222 -0.05 -0.29 -0.34
C -0.9992 -4.8104 -2.4921 -0.31 0.19 -0.28
H -1.4240 -5.2742 -1.5931 0.09 -0.01 -0.36
H -0.4919 -5.5615 -3.1105 -0.28 0.15 0.16
H -1.8012 -4.3468 -3.0800 -0.03 -0.35 0.17
C 1.7778 -4.4095 -2.1412 0.31 0.23 -0.18
H 2.5028 -3.7595 -2.6468 0.09 -0.35 0.19
H 1.6370 -5.3215 -2.7343 0.20 0.23 0.20
H 2.1427 -4.6536 -1.1354 0.01 -0.06 -0.39
Mo 0.3368 -0.8320 -4.1716 2.88 -0.02 9.30
C 0.4148 0.7177 -5.4090 -2.05 2.22 -1.52
C -0.9712 0.4523 -4.9635 -0.40 1.97 -2.96
C -1.9552 -0.2694 -5.8515 -1.02 -0.34 -0.51
C -1.5415 -1.7216 -6.2097 -1.01 0.12 -0.52
C -0.4932 -2.2875 -5.2731 0.05 -1.83 -2.47
C 0.9476 -2.1335 -5.5723 -0.97 -2.07 -0.92
C 1.4370 -1.2984 -6.7213 0.76 0.53 -0.84
C 0.9625 0.1910 -6.7193 0.78 -0.09 -0.91
C -0.0456 -3.3561 -0.2214 -0.11 0.61 0.08
H 0.8584 1.6596 -5.0771 -0.03 -0.25 0.40
H -1.4155 1.2256 -4.3285 0.36 -0.30 0.23
H -2.1452 0.3030 -6.7748 0.15 -0.04 0.23
H -2.9335 -0.3069 -5.3458 0.39 0.07 -0.02
H -2.4469 -2.3519 -6.1568 0.41 0.23 0.01
H -1.2276 -1.7889 -7.2666 0.18 0.04 0.45
H -0.7896 -3.2160 -4.7816 0.27 0.24 0.03
H 1.5953 -2.9632 -5.2889 -0.11 0.00 0.19
H 1.2006 -1.7553 -7.6982 -0.15 0.02 0.37
H 2.5389 -1.2947 -6.6917 -0.38 -0.04 0.11
H 1.8487 0.8044 -6.9606 -0.41 -0.24 0.13
H 0.2652 0.3697 -7.5526 -0.12 -0.06 0.44
H -0.3122 -2.3137 -0.0046 0.03 -0.25 0.24
H 0.8897 -3.6009 0.2986 -0.34 0.09 -0.05
H -0.8581 -4.0133 0.1132 0.28 0.19 -0.02
C -1.3674 -2.5098 3.1436 -0.04 -0.14 -0.11
C -1.8173 -1.0788 3.3862 1.57 1.09 -0.06
C -2.7534 -0.5366 2.3223 -0.25 -0.07 -0.09
C -2.3748 -0.9069 4.7895 -0.09 0.02 0.06
O -0.4857 -0.2296 3.3254 -1.38 -0.95 -0.34
Si 0.0634 1.1210 2.6368 -0.26 0.05 1.70
O 0.1829 0.9600 0.9497 -0.24 0.34 -0.82
O -0.9744 2.3768 2.8535 0.83 0.48 0.31
C -0.9531 3.3652 4.0152 -0.19 -0.55 -0.82
C -2.1575 4.2562 3.7382 -0.04 0.05 0.19
C -1.0829 2.5842 5.3109 -0.16 0.11 0.28
C 0.3422 4.1569 3.9834 0.18 0.20 0.23
O 1.5619 1.5022 3.1709 0.41 -1.15 -0.46
C 2.7846 0.5834 3.2221 -1.03 0.81 0.09
C 3.4657 0.6543 1.8632 0.17 0.00 0.00
C 3.6451 1.1766 4.3269 0.17 -0.06 0.02
C 2.3414 -0.8291 3.5486 0.48 -0.49 0.13
H -2.2353 -3.1863 3.1988 0.22 0.24 0.01
H -0.6484 -2.8221 3.9119 -0.16 0.12 -0.21
H -0.9086 -2.6315 2.1516 -0.12 0.14 0.37
H -3.7142 -1.0763 2.3659 0.33 0.17 -0.02
H -2.9572 0.5307 2.4879 0.07 -0.28 -0.01
H -2.3331 -0.6731 1.3154 -0.04 0.01 0.21
H -1.6302 -1.1908 5.5453 -0.18 0.14 -0.24
H -2.7060 0.1248 4.9642 0.14 -0.32 -0.05
H -3.2504 -1.5651 4.9149 0.29 0.20 -0.08
H -3.0865 3.6718 3.7155 0.24 0.10 0.02
H -2.2440 5.0092 4.5333 -0.01 -0.16 -0.21
H -2.0446 4.7833 2.7800 0.01 -0.14 0.24
H -0.2552 1.8704 5.4394 -0.26 0.17 -0.07
H -1.0550 3.2867 6.1603 0.00 -0.24 -0.29
H -2.0441 2.0554 5.3511 0.32 0.11 -0.01
H 1.2145 3.5002 4.0846 -0.27 0.24 -0.05
H 0.4199 4.7435 3.0590 -0.01 -0.05 0.21
H 0.3506 4.8645 4.8304 -0.04 -0.22 -0.36
H 3.7975 1.6795 1.6510 -0.08 -0.23 0.02
H 4.3511 -0.0009 1.8677 -0.25 0.24 -0.03
H 2.7900 0.3098 1.0682 0.13 0.07 0.16
H 3.1121 1.1653 5.2861 0.09 0.02 -0.27
H 4.5619 0.5818 4.4422 -0.21 0.15 -0.04
H 3.9360 2.2072 4.0850 -0.12 -0.23 0.07
H 1.7764 -0.8651 4.4878 0.03 0.02 -0.35
H 1.7614 -1.2829 2.7316 0.04 0.19 0.30
H 3.2412 -1.4537 3.6832 -0.24 0.24 -0.04
```
Positions in Å, forces in eV/Å.

Results of the Löwdin charge analysis, in e, for atoms 1 through 6: 0.838, 0.812, -0.329, -0.330, 0.015, 0.045

***

| no. | E_tot (hartree) | strongest force on any atom (Eh/bohr) |
| --- | --- | --- |
| 1 | -1533.26411 | 0.096 |
| 2 | -399.64803 | 0.021 |
| 3 | -3472.55564 | 0.018 |
| 4 | -2404.43226 | 0.189 |